[1]
101
Properties=species:S:1:pos:R:3:forces:R:3:lowdin_charge:R:1 method="wB97M-V/def2-TZVPD" spin_multiplicity=1 gap_ev=6.531 total_charge=+1 homo_ev=-9.484 lumo_energy_ev=-3.0
H 6.24186 4.00456 -0.00682 -0.6 -0.2 0.2 0.0782
C -4.86815 -3.59147 -0.20068 -0.4 -1.7 -0.5 -0.0120
H 5.99588 0.00676 1.93394 -0.9 0.1 0.0 0.0725
H -1.26881 -1.52987 3.67780 0.7 0.1 0.0 0.0255
H 6.17727 -2.42627 -2.21424 -0.3 0.5 0.5 0.0985
H -3.06363 0.78081 2.51087 0.6 -0.5 0.3 0.1143
H -7.33323 -1.20498 -3.11470 0.5 -0.2 0.2 0.1090
H 2.38641 1.28450 3.04770 0.7 -0.1 0.1 0.0867
H 6.95197 1.33493 -1.46633 -0.1 -0.2 0.2 0.0846
C -0.20441 -1.22701 3.56692 -0.5 -1.1 0.7 -0.3494
H -4.61907 -1.90797 3.34485 -0.5 -0.5 -0.7 0.1171
C 6.99632 0.24768 -1.59409 0.3 0.1 1.1 -0.0223
H 7.44695 0.08720 -2.54792 0.6 -0.3 -0.7 0.0774
H -5.48274 -4.25970 3.06157 0.2 -0.1 0.2 0.1061
C -3.87859 -1.73328 -2.44854 -0.4 1.5 0.1 -0.1426
H -1.33478 -3.78359 2.04980 -0.3 -0.4 -0.4 0.0555
Sr -0.24247 -0.90023 -0.33700 0.3 3.0 -0.3 0.7009
H 5.13349 3.71629 -3.47483 -0.9 0.2 0.1 0.0934
H 3.31424 3.63702 -3.06031 0.6 0.2 -0.5 0.0958
H -6.80951 1.16006 -3.72804 0.2 -0.1 -0.4 0.0766
H 0.42100 -2.67325 -3.51744 -0.6 -0.4 0.1 0.0572
H 2.54355 4.03274 -0.56180 0.4 0.3 0.0 0.0538
C -6.72089 2.59723 1.43188 1.4 -0.6 1.0 -0.0904
C 4.50872 2.80932 3.50861 -0.4 -0.6 0.3 -0.0266
C 5.84562 0.70516 2.77511 0.9 -0.3 -1.0 -0.0159
H 7.61769 -0.23054 -0.80025 -0.3 0.6 -0.5 0.0995
H 3.20477 5.68135 -0.77716 0.3 -0.4 0.1 0.0862
H -6.30103 -0.39273 -1.97164 0.2 0.0 -0.2 0.0953
H 4.12806 5.26795 -3.25625 0.4 -1.7 0.5 0.1173
C -6.31321 -0.79419 -2.99801 0.0 -0.6 0.2 -0.2531
C -5.26537 -1.96865 -3.08800 -1.0 -0.2 0.1 -0.1641
H -1.03299 -2.31516 -2.59727 -1.0 1.2 0.3 -0.0352
H 0.14401 -4.78416 1.89875 -0.4 0.7 -0.1 0.0754
H 4.68353 -2.21337 -1.18081 0.5 -0.1 -0.4 0.0806
H -6.59741 -0.12474 -4.98451 0.7 0.7 0.1 0.0842
C 4.88707 -0.00721 -2.88757 -0.8 -0.9 -0.1 -0.0325
O 4.28490 1.93614 1.37368 0.3 0.4 -0.1 -0.1592
C 4.54694 4.03896 -1.46568 0.0 -1.4 2.9 -0.6046
C -5.18842 0.90677 2.83177 0.2 0.2 -0.4 -0.1602
H 3.13804 -0.10402 2.36992 0.2 -0.6 0.1 0.0482
C -3.94701 0.74522 1.89992 -1.0 0.2 0.0 -0.1457
H 5.92459 5.56895 -0.78020 0.0 -1.0 -0.1 0.1022
O 4.85177 0.14053 -0.46021 1.3 -1.6 -0.5 -0.1589
H -6.82478 0.43259 1.51550 -0.2 0.2 0.1 0.0975
H -0.41949 -5.24266 -0.18195 -0.3 -0.2 -0.3 0.0660
H 5.89871 0.05500 3.63973 0.1 0.3 0.5 0.0752
O 4.52109 2.58073 -1.21905 0.1 0.3 -0.2 -0.1994
H 3.81069 -0.22491 -2.74494 0.4 0.0 -0.1 0.0731
H 5.24510 -0.64749 -3.72144 -0.1 0.7 0.3 0.0976
H -0.16302 -0.14127 3.43545 0.3 -0.3 -0.5 0.0281
H 6.28364 -2.11914 -0.41078 -0.6 0.6 -1.4 0.1101
H -4.92846 1.80354 3.40745 0.2 -0.4 0.3 0.1143
H 3.86298 4.61376 0.54748 -0.5 0.0 -1.3 0.0968
H -1.58458 -3.84909 -0.39621 0.8 -0.3 0.1 0.0730
C 3.46678 4.63879 -0.51645 0.2 0.1 0.3 -0.0380
H -3.30599 -2.64471 -2.56792 0.4 -0.1 -0.1 0.1018
H 3.55962 3.27423 3.18961 0.4 0.1 0.5 0.0872
C 4.52908 1.49888 2.70942 -0.1 0.2 -0.5 -0.6217
C -0.43502 -3.94741 1.45707 1.1 0.6 2.1 -0.4475
C 3.30800 0.66345 3.11600 -0.5 0.3 0.8 -0.0543
S 1.90123 1.10488 -0.48338 -0.3 -0.6 0.2 0.0884
C -4.77387 -2.37193 2.35266 0.9 -0.2 0.3 -0.0001
Se -2.53739 1.20228 -1.01519 -0.4 -0.8 0.0 0.6593
C 5.71591 -1.85597 -1.37502 -0.1 -1.6 1.2 -0.0460
N -3.93931 -0.37643 0.94909 0.1 -0.3 0.6 -0.0199
H 0.37277 -1.51425 4.47074 -0.6 0.3 -0.6 0.0316
H -5.12994 -2.31496 -4.15043 0.0 0.5 0.9 0.1358
N -3.93114 -1.42318 -0.99317 0.2 1.1 0.0 -0.0205
H -7.28050 1.20334 3.03253 -0.1 0.1 -0.1 0.1034
C -5.18606 -4.36537 0.93448 0.3 2.1 0.0 -0.0353
C 5.92409 4.45058 -0.94536 0.7 2.2 -0.7 -0.0388
H -3.84421 1.59123 1.25094 -0.1 0.7 -0.2 0.0530
C -0.58811 -4.18906 -0.01435 0.1 1.2 -0.8 -0.4544
C -6.18797 0.31589 -4.05531 0.3 -0.7 0.8 -0.0991
H -5.23766 0.01958 3.52219 -0.3 1.1 -0.6 0.0981
H -5.71116 -2.83269 -2.54470 0.2 0.6 -0.6 0.0862
C -4.37905 -1.69528 1.20362 -0.4 0.9 -0.5 -0.1391
C -0.28644 -3.03885 -2.75226 2.3 0.3 0.1 -0.3634
C -3.55815 -0.22518 -0.35037 -0.7 -1.5 -0.4 -0.6816
H -5.12246 0.61857 -4.07965 -0.6 0.1 -0.6 0.0739
H -7.76201 2.81135 1.29590 -0.5 0.0 -0.4 0.0606
C 5.61985 -0.37814 -1.60409 -0.4 1.3 0.6 -0.6319
C -5.12546 -3.72138 2.19781 -0.4 0.0 -0.5 -0.0616
H -3.37831 -0.83988 -2.88812 -0.1 -0.8 0.1 0.0984
H 6.79509 1.28092 2.64233 -1.0 0.2 0.7 0.1000
H 3.37354 0.27936 4.17200 0.1 0.1 -1.1 0.1024
H 4.94540 1.06624 -3.07605 0.3 -0.2 -0.2 0.0736
H 4.46521 2.54825 4.59492 0.3 0.6 -0.7 0.0982
H 5.32366 3.49436 3.23125 -0.1 -0.4 0.3 0.0898
C -4.44811 -2.29839 -0.04867 0.5 0.3 0.4 -0.1949
H -0.76695 -3.95097 -2.96466 -0.3 -1.1 -0.6 0.0256
H 6.76353 4.27588 -1.63385 -0.4 -0.2 -0.2 0.0811
Se 0.89708 -3.31221 -1.19704 -0.7 -1.7 0.1 0.8382
H -5.53361 -5.37659 0.82295 0.0 -0.2 0.1 0.1063
H -6.21499 2.42628 0.46809 -0.2 0.8 0.2 0.0710
Si 4.01941 1.46092 -0.14435 -1.4 0.7 -0.6 -0.1988
C -6.57671 1.26096 2.19857 0.5 -1.0 0.1 -0.2491
C 4.27513 4.16867 -2.92954 -0.3 1.5 -0.6 -0.0322
Se 0.67109 -2.24983 2.08230 0.1 -0.5 -0.1 0.8092
H -6.30837 3.45175 2.03156 0.0 -0.7 -0.8 0.0926
H -4.98235 -3.96278 -1.23016 0.2 -0.3 0.8 0.1105

---

[2]
102
Properties=species:S:1:pos:R:3:forces:R:3:lowdin_charge:R:1 method="wB97M-V/def2-TZVPD" spin_multiplicity=1 gap_ev=8.170 total_charge=0 homo_ev=-9.231 lumo_energy_ev=-1.1
H -2.67354 -5.95351 -3.50598 -0.1 0.1 0.0 0.0689
H 2.00049 -3.96280 -3.44199 0.0 0.0 -0.1 0.0767
O 6.56803 2.29275 -1.16399 0.0 0.1 -0.2 -0.1600
H 4.39569 1.43218 0.17961 0.0 -0.1 -0.1 0.0807
C 2.63815 0.28368 -3.14425 0.1 -0.1 -0.2 -0.0716
C -4.35479 -1.62793 -1.16780 -0.4 -1.0 0.4 -0.1672
H 0.67162 5.96826 7.59909 0.0 0.0 0.1 0.0660
H 3.14082 0.82521 -2.34102 -0.1 0.0 0.0 0.0614
H -0.47857 -4.25274 -4.76365 0.2 -0.2 0.0 0.0992
H -2.20972 2.02446 4.37147 0.7 -0.1 0.8 0.0690
H -0.00288 6.87333 6.24816 -0.1 0.0 0.0 0.0806
H -5.29502 -3.58480 -0.43426 -0.3 0.9 -0.7 0.1251
O 0.97255 -1.47421 -3.54962 -0.3 -0.1 -0.1 -0.1653
C 8.66620 1.91551 0.06182 -0.1 -0.2 0.0 -0.0823
C -0.24835 6.40477 7.20404 0.2 -0.1 0.0 -0.0814
C 0.13444 3.60059 6.25417 0.1 -0.2 0.0 -0.2859
C 1.75483 -0.81229 -2.57258 0.1 0.1 0.0 -0.2778
H -2.80810 -4.27714 -4.04573 0.0 0.0 0.0 0.0769
H 3.39336 -2.88556 -3.46648 0.0 0.0 -0.1 0.0659
O -0.78670 -0.65565 3.01799 -1.5 1.1 -0.7 -0.2856
H 0.93555 2.10836 7.58971 0.0 0.0 0.0 0.0799
C 2.56938 -3.27341 -4.07029 0.1 0.1 0.2 -0.0733
C -7.14700 -2.08682 0.73368 1.4 -0.5 -0.6 0.0046
H -3.64628 0.58747 0.41420 1.3 -0.1 -0.3 0.0990
O -6.64054 -2.57841 -1.79078 0.2 0.5 2.0 -0.0186
C -0.83370 -8.17423 -5.03284 -0.1 0.2 -0.1 -0.0809
H -0.57776 7.17629 7.90258 0.0 0.0 0.0 0.0766
H -2.98117 0.80804 -1.22684 0.5 0.1 1.2 0.1206
C -5.31231 -2.90982 -1.33960 2.0 -0.2 -0.7 -0.1923
N -0.34500 2.75622 2.22536 -2.0 -0.8 -3.4 0.1356
H 7.65613 3.76200 -0.31011 -0.2 0.0 -0.1 0.1172
H -2.24906 5.85063 6.69652 0.0 -0.2 -0.1 0.1163
H 2.24126 -1.44608 -5.19309 0.1 0.0 0.0 0.1079
H -3.84697 0.90025 2.87217 0.0 -0.8 -0.1 0.0867
H -1.56643 4.86487 7.97401 0.1 0.0 0.0 0.1072
H -1.29259 -5.57208 -5.58041 -0.1 0.0 0.0 0.1113
H -6.09936 -1.71890 0.95744 -1.2 -0.5 -0.1 0.0734
C -0.04457 3.66765 1.22701 1.7 2.3 -0.2 -0.1893
H 4.78197 -0.30056 0.08427 0.0 0.0 0.0 0.0766
H -0.48074 4.70392 -2.17747 0.3 -0.3 1.2 0.1082
H -2.55634 -2.88626 -1.03629 -0.2 1.0 0.7 0.1019
C 6.08295 0.96180 -1.08705 -0.1 0.0 0.1 -0.2805
O -1.02698 4.38904 6.03117 -0.2 0.0 -0.2 -0.1735
C 1.67472 -2.15634 -4.58118 0.1 -0.1 0.1 -0.2774
C 1.25447 5.86074 0.68217 -1.6 -2.3 -0.3 -0.0664
P -1.72723 0.49785 2.96580 1.9 -1.0 2.3 0.5855
H 8.45459 0.88344 0.35012 0.0 0.0 0.1 0.0655
C -2.67398 0.57734 -0.16232 0.2 0.3 -0.4 -0.1571
H -7.87521 -1.46046 1.30510 0.5 -0.7 -0.8 0.0929
H -4.15631 -1.21075 -2.19191 -0.1 -0.3 1.0 0.1249
C -7.39847 -1.94446 -0.81774 -1.3 1.0 0.5 -0.4806
H -1.76883 -4.69867 -2.66793 0.1 0.1 -0.1 0.0747
H -7.17846 -3.16746 1.04629 -0.1 1.1 -0.2 0.0938
H -4.84308 -3.52044 -2.16992 -0.8 0.6 0.9 0.1254
H 0.21920 2.92964 5.39766 -0.2 0.1 -0.1 0.0987
C 7.38993 2.72583 -0.09241 0.1 0.0 0.0 -0.2820
C -0.33997 -7.41760 -3.81103 0.0 -0.1 -0.1 -0.2788
H 2.34677 -1.53735 -2.00365 0.1 0.0 0.0 0.1093
H 0.05248 3.39315 8.41606 0.1 0.0 0.0 0.0655
C -0.52019 3.63219 -0.16836 0.6 0.8 -0.2 -0.1828
H 5.48802 0.79947 -1.98806 0.1 0.2 0.0 0.1006
H 1.03003 4.23129 6.24658 0.0 0.0 0.1 0.1066
H 6.91460 0.25035 -1.13322 0.0 0.0 0.1 0.1083
H 2.04520 0.98932 -3.73043 0.0 0.0 0.1 0.0850
H -3.30266 -2.53276 0.56098 0.4 0.7 -0.8 0.1144
H -1.02481 -9.21879 -4.78188 0.0 0.0 0.0 0.0765
C 0.86170 4.81677 1.60812 0.0 1.1 -1.6 -0.0042
C -1.98016 -0.83953 -0.20519 0.0 -1.1 -0.5 -0.1739
H 6.81969 2.74015 0.84253 0.0 -0.1 0.0 0.1062
H 1.23262 4.91177 2.66489 -0.6 -0.4 -1.2 0.1073
C -0.10179 4.71012 -1.12380 1.1 1.3 1.2 -0.0123
H 0.91351 -2.58756 -5.23430 -0.1 0.2 0.1 0.1018
C 5.20846 0.70362 0.12806 0.1 0.1 0.2 -0.0804
H 3.00124 -3.82863 -4.90497 -0.1 0.0 0.0 0.0807
O -3.32767 0.06780 2.80922 1.6 1.7 0.1 -0.1566
N -1.35010 2.62695 -0.64685 0.5 -0.4 3.0 0.1513
C -3.00425 -2.05062 -0.41508 -1.0 0.1 -0.5 -0.1641
H 1.05203 -0.36341 -1.86733 -0.1 -0.1 -0.1 0.1052
H 5.77717 0.78373 1.05713 0.0 -0.1 0.0 0.0662
H 9.30388 2.35291 0.83173 0.0 0.0 0.0 0.0759
H -0.09410 -8.13200 -5.83547 0.0 0.0 0.1 0.0820
H -4.91927 -0.86331 -0.57162 0.6 -0.5 -0.6 0.0875
H 0.54601 -7.92188 -3.42058 0.1 0.2 0.0 0.1184
H 1.03642 6.61911 -1.44630 -0.3 -0.9 0.6 0.0982
O -1.60431 1.25338 4.47199 -1.5 0.0 -2.9 -0.1679
C -1.33191 5.35589 7.02345 0.0 0.1 0.0 -0.2831
H -1.08731 -7.43545 -3.01063 -0.1 0.0 0.0 0.1068
H -1.27151 -0.87529 -1.08941 -0.7 0.3 1.0 0.1113
C 0.75683 5.80918 -0.73573 -1.0 -2.3 1.7 -0.0606
O 0.05198 -6.08309 -4.08947 0.2 0.1 0.0 -0.1656
H 3.40698 -0.12428 -3.80475 0.0 0.0 0.1 0.0690
H -1.35835 -1.09019 0.69376 -0.6 0.5 -0.7 0.0871
H 9.21793 1.88500 -0.88035 0.0 0.1 0.0 0.0819
O -8.32414 -1.23763 -1.15174 0.9 -0.9 -0.2 0.0874
H -0.83958 2.15785 7.53323 0.1 0.0 -0.1 0.0816
C -0.95420 -5.22142 -4.59945 0.1 0.1 0.0 -0.2709
C -1.19516 1.81489 1.72041 -0.6 0.1 -0.2 -0.1936
H 1.90917 6.69977 1.01424 -0.7 -0.9 -0.3 0.0968
C -1.70084 1.72342 0.31207 0.2 0.5 -0.4 -0.1902
C -2.11661 -5.02470 -3.65119 -0.3 -0.2 0.2 -0.0790
H -1.76185 -7.74883 -5.42110 0.0 -0.1 0.0 0.0656
C 0.06772 2.76584 7.52146 -0.1 0.2 0.2 -0.0753